Version w
Below is a 18-piece molecular cluster, C54H108O54 overall, with properties calculated with wB97M-V/def2-TZVPD.

Positions of all 216 atoms, in Å:
C 7.259 -27.571 -19.896
O 6.119 -27.260 -19.079
C 6.273 -26.588 -17.966
O 7.352 -26.272 -17.401
O 5.011 -26.376 -17.533
C 4.835 -25.914 -16.187
H 6.905 -28.055 -20.806
H 7.984 -28.203 -19.384
H 7.826 -26.650 -20.033
H 5.507 -25.235 -15.661
H 4.742 -26.874 -15.680
H 3.802 -25.577 -16.108
C 11.091 -25.478 -10.772
O 11.131 -24.152 -11.336
C 12.122 -23.849 -12.172
O 13.027 -24.591 -12.466
O 12.016 -22.537 -12.537
C 13.171 -21.990 -13.091
H 11.362 -26.212 -11.531
H 10.117 -25.721 -10.348
H 11.784 -25.573 -9.936
H 13.042 -20.928 -12.881
H 13.067 -22.134 -14.166
H 14.105 -22.380 -12.688
C 16.284 -24.626 -19.102
O 16.976 -23.421 -19.416
C 18.142 -23.415 -20.196
O 18.593 -22.496 -20.848
O 18.710 -24.615 -20.059
C 19.894 -24.966 -20.646
H 16.829 -25.539 -18.862
H 15.626 -25.009 -19.883
H 15.542 -24.449 -18.324
H 20.510 -24.203 -20.171
H 20.046 -24.753 -21.704
H 20.245 -25.985 -20.478
C 3.359 -20.579 -20.024
O 3.930 -19.350 -20.029
C 5.268 -19.234 -19.953
O 6.106 -20.145 -20.021
O 5.546 -17.871 -19.995
C 6.865 -17.448 -20.023
H 3.627 -21.186 -19.159
H 3.413 -21.111 -20.973
H 2.283 -20.562 -19.851
H 7.103 -17.102 -21.029
H 7.607 -18.025 -19.472
H 6.838 -16.579 -19.365
C 13.228 -26.683 -21.949
O 12.914 -26.346 -20.646
C 11.639 -26.017 -20.341
O 10.732 -25.780 -21.149
O 11.652 -25.852 -19.011
C 10.475 -25.326 -18.465
H 14.280 -26.579 -22.213
H 12.590 -26.147 -22.652
H 13.000 -27.739 -22.100
H 10.494 -25.682 -17.435
H 9.635 -25.886 -18.875
H 10.374 -24.242 -18.414
C 8.263 -23.998 -15.095
O 9.364 -24.802 -15.178
C 9.577 -25.806 -14.374
O 8.758 -26.144 -13.479
O 10.778 -26.380 -14.735
C 11.279 -27.544 -14.084
H 7.821 -23.942 -14.100
H 7.461 -24.276 -15.780
H 8.607 -22.980 -15.278
H 12.229 -27.197 -13.678
H 11.479 -28.399 -14.731
H 10.655 -28.027 -13.333
C 4.884 -22.658 -17.209
O 5.054 -21.367 -16.547
C 4.074 -20.451 -16.699
O 2.907 -20.697 -16.965
O 4.596 -19.230 -16.398
C 3.934 -18.125 -16.863
H 4.061 -23.291 -16.879
H 5.797 -23.237 -17.070
H 4.889 -22.364 -18.259
H 4.417 -17.265 -16.400
H 2.870 -17.984 -16.675
H 4.000 -17.954 -17.937
C 4.910 -17.414 -13.363
O 4.421 -16.871 -12.181
C 3.278 -16.225 -12.146
O 2.876 -15.691 -11.096
O 2.645 -16.295 -13.351
C 1.273 -16.046 -13.463
H 4.996 -16.720 -14.199
H 4.161 -18.105 -13.752
H 5.810 -18.022 -13.280
H 0.961 -15.008 -13.587
H 0.743 -16.410 -12.583
H 0.844 -16.626 -14.281
C 14.844 -26.360 -15.689
O 15.235 -26.521 -17.073
C 15.098 -27.682 -17.716
O 14.653 -28.712 -17.263
O 15.608 -27.623 -19.005
C 15.365 -28.643 -19.919
H 13.779 -26.488 -15.493
H 15.038 -25.330 -15.390
H 15.447 -26.988 -15.033
H 15.376 -29.670 -19.552
H 15.990 -28.546 -20.807
H 14.336 -28.508 -20.253
C 8.732 -16.492 -12.846
O 8.033 -15.361 -13.421
C 7.543 -15.394 -14.625
O 7.335 -16.441 -15.278
O 7.400 -14.216 -15.091
C 7.825 -13.008 -14.465
H 9.167 -16.259 -11.875
H 9.464 -16.870 -13.559
H 8.047 -17.329 -12.707
H 7.065 -12.479 -13.890
H 8.000 -12.315 -15.288
H 8.749 -12.995 -13.886
C 7.905 -20.154 -16.419
O 9.001 -20.652 -17.229
C 10.113 -21.184 -16.682
O 10.517 -21.120 -15.535
O 10.744 -21.742 -17.654
C 12.101 -22.306 -17.482
H 7.395 -20.995 -15.949
H 7.127 -19.616 -16.960
H 8.213 -19.427 -15.667
H 12.320 -23.149 -18.138
H 12.173 -22.687 -16.464
H 12.871 -21.567 -17.702
C 3.363 -12.944 -13.833
O 4.145 -13.064 -14.967
C 3.756 -13.650 -16.049
O 2.649 -13.923 -16.452
O 4.966 -13.967 -16.694
C 4.905 -14.581 -18.014
H 3.197 -13.884 -13.308
H 2.419 -12.496 -14.146
H 3.820 -12.187 -13.197
H 5.221 -15.621 -17.923
H 5.729 -14.142 -18.577
H 3.999 -14.300 -18.549
C 12.391 -17.541 -19.260
O 11.194 -18.240 -19.371
C 11.092 -19.509 -19.922
O 11.952 -20.227 -20.248
O 9.882 -19.612 -20.309
C 9.333 -20.746 -20.962
H 12.852 -17.895 -18.338
H 12.220 -16.464 -19.268
H 13.021 -17.589 -20.149
H 8.295 -20.669 -21.287
H 9.513 -21.562 -20.262
H 9.950 -20.948 -21.837
C 12.903 -17.788 -13.404
O 12.217 -17.660 -12.175
C 12.434 -16.609 -11.374
O 12.982 -15.574 -11.680
O 11.811 -17.029 -10.178
C 12.007 -16.330 -9.026
H 12.434 -18.650 -13.878
H 13.885 -18.191 -13.155
H 12.907 -16.864 -13.983
H 11.485 -15.373 -9.025
H 13.069 -16.130 -8.888
H 11.639 -16.841 -8.136
C 20.937 -23.655 -16.528
O 19.540 -23.825 -16.430
C 18.741 -22.715 -16.076
O 19.084 -21.537 -15.793
O 17.412 -23.108 -16.123
C 16.308 -22.211 -16.032
H 21.252 -22.789 -17.109
H 21.586 -24.479 -16.826
H 21.252 -23.472 -15.500
H 15.535 -22.452 -16.762
H 16.494 -21.141 -16.123
H 15.887 -22.503 -15.070
C 9.534 -16.045 -17.729
O 10.218 -16.057 -16.518
C 10.806 -14.871 -16.140
O 10.913 -13.816 -16.810
O 11.251 -14.981 -14.876
C 11.748 -13.744 -14.231
H 8.730 -15.311 -17.674
H 9.080 -17.030 -17.836
H 10.269 -15.905 -18.522
H 10.924 -13.034 -14.293
H 12.613 -13.306 -14.729
H 11.968 -13.883 -13.173
C 4.289 -21.607 -13.165
O 5.731 -21.719 -13.424
C 6.677 -20.932 -12.916
O 6.576 -19.920 -12.172
O 7.853 -21.505 -13.212
C 9.106 -20.882 -12.964
H 4.095 -21.940 -12.145
H 3.765 -22.298 -13.826
H 3.960 -20.570 -13.235
H 9.980 -21.372 -13.392
H 9.196 -20.460 -11.963
H 9.181 -19.963 -13.544
C 13.924 -23.300 -26.679
O 14.382 -23.288 -25.340
C 13.428 -23.169 -24.414
O 12.223 -23.387 -24.623
O 14.031 -22.814 -23.264
C 13.291 -22.481 -22.154
H 13.296 -22.414 -26.781
H 13.464 -24.276 -26.828
H 14.687 -23.085 -27.427
H 12.917 -23.410 -21.724
H 12.489 -21.871 -22.572
H 13.780 -21.884 -21.384

Computed properties:
LUMO in Eh: 0.0155
Highest occupied orbital energy in eV: -10.440
HOMO-LUMO gap in eV: 10.9

Version x
Below is a 18-piece molecular cluster, C54H108O54 overall, with properties calculated with wB97M-V/def2-TZVPD.

Positions of all 216 atoms, in Å:
C 1.276 -6.429 -6.289
O 1.028 -5.587 -5.175
C 1.983 -5.490 -4.165
O 3.142 -5.955 -4.249
O 1.440 -4.768 -3.161
C 2.245 -4.436 -2.065
H 0.407 -6.281 -6.931
H 1.324 -7.470 -5.969
H 2.160 -6.112 -6.841
H 1.825 -3.685 -1.396
H 3.236 -4.075 -2.340
H 2.351 -5.274 -1.376
C -0.167 -1.917 -6.526
O 0.166 -1.657 -7.877
C 1.255 -2.136 -8.460
O 2.056 -2.894 -7.860
O 1.305 -1.637 -9.667
C 2.390 -1.951 -10.543
H 0.310 -1.172 -5.889
H 0.140 -2.926 -6.252
H -1.236 -1.814 -6.338
H 2.465 -2.981 -10.891
H 3.324 -1.864 -9.988
H 2.394 -1.290 -11.409
C -3.119 -4.669 -4.687
O -3.051 -3.992 -5.917
C -2.570 -4.708 -6.985
O -2.239 -5.890 -6.984
O -2.490 -3.841 -8.024
C -1.901 -4.385 -9.219
H -4.052 -4.677 -4.124
H -2.441 -4.266 -3.935
H -2.930 -5.739 -4.775
H -2.646 -5.034 -9.680
H -0.943 -4.808 -8.916
H -1.922 -3.604 -9.978
C 3.148 1.092 -7.654
O 2.100 1.632 -6.849
C 0.855 1.987 -7.280
O 0.573 2.061 -8.490
O 0.076 2.450 -6.196
C 0.363 2.273 -4.825
H 2.982 0.035 -7.864
H 4.074 1.172 -7.084
H 3.262 1.682 -8.564
H 0.775 1.283 -4.631
H -0.540 2.385 -4.225
H 0.981 3.032 -4.345
C 4.296 -2.562 -5.051
O 4.208 -1.137 -5.023
C 3.280 -0.511 -4.287
O 2.323 -1.046 -3.782
O 3.623 0.763 -4.005
C 3.014 1.436 -2.881
H 3.381 -2.911 -5.529
H 4.457 -2.953 -4.047
H 5.165 -2.894 -5.619
H 2.964 2.509 -3.069
H 3.636 1.360 -1.989
H 2.021 1.110 -2.570
C 2.506 0.845 5.291
O 2.308 2.091 5.901
C 3.331 2.719 6.511
O 4.486 2.335 6.633
O 2.890 3.977 6.867
C 3.798 5.023 7.440
H 2.683 0.075 6.041
H 3.372 1.054 4.662
H 1.610 0.616 4.715
H 3.927 4.818 8.503
H 3.338 6.005 7.339
H 4.720 5.140 6.870
C 4.343 -2.051 0.911
O 4.776 -2.251 -0.405
C 5.969 -2.753 -0.722
O 6.823 -3.078 0.091
O 6.127 -2.671 -2.063
C 7.453 -2.748 -2.611
H 3.573 -1.279 0.911
H 5.146 -1.629 1.516
H 4.168 -3.066 1.268
H 7.866 -3.735 -2.405
H 8.110 -2.030 -2.121
H 7.434 -2.560 -3.685
C -3.219 3.067 -6.945
O -3.794 2.534 -5.741
C -4.006 1.216 -5.371
O -4.669 0.933 -4.357
O -3.440 0.326 -6.340
C -3.857 -1.023 -6.413
H -3.807 3.907 -7.314
H -3.170 2.424 -7.823
H -2.193 3.401 -6.797
H -3.962 -1.453 -7.409
H -4.899 -1.234 -6.172
H -3.176 -1.649 -5.837
C 0.143 4.509 0.415
O -1.005 4.624 -0.400
C -1.317 3.701 -1.216
O -0.583 2.903 -1.783
O -2.600 3.784 -1.395
C -3.251 2.854 -2.237
H 0.107 4.903 1.431
H 1.032 4.815 -0.135
H 0.301 3.449 0.615
H -4.287 3.178 -2.139
H -3.188 1.789 -2.015
H -2.869 2.858 -3.258
C -4.447 -0.785 5.771
O -4.918 -1.998 6.384
C -4.210 -3.121 6.152
O -3.136 -3.088 5.440
O -4.757 -4.193 6.762
C -4.187 -5.459 6.537
H -4.853 -0.666 4.767
H -3.403 -0.580 6.010
H -4.993 0.002 6.291
H -3.782 -5.605 5.535
H -5.053 -6.122 6.557
H -3.433 -5.740 7.272
C -1.186 5.011 6.404
O -0.225 5.735 5.657
C 0.512 5.166 4.658
O 0.257 4.121 4.046
O 1.535 6.008 4.476
C 2.600 5.581 3.600
H -1.481 5.588 7.280
H -0.733 4.142 6.883
H -2.087 4.827 5.819
H 3.193 4.807 4.088
H 3.312 6.390 3.435
H 2.430 5.194 2.596
C -0.052 -1.303 -1.785
O -0.827 -0.839 -0.682
C -0.111 -0.237 0.226
O 1.067 0.163 0.191
O -1.011 0.210 1.139
C -0.730 0.501 2.483
H 0.971 -1.550 -1.501
H -0.080 -0.633 -2.644
H -0.482 -2.252 -2.108
H -1.523 0.845 3.146
H -0.049 1.352 2.466
H -0.043 -0.286 2.795
C -3.370 5.090 2.499
O -3.347 6.348 1.821
C -4.201 7.361 2.002
O -5.281 7.308 2.570
O -3.652 8.430 1.473
C -4.303 9.688 1.751
H -3.691 5.359 3.505
H -2.381 4.633 2.528
H -4.177 4.541 2.012
H -3.588 10.510 1.789
H -4.860 9.671 2.688
H -5.067 9.969 1.026
C 3.786 5.097 -1.320
O 3.781 3.758 -0.929
C 3.992 3.436 0.331
O 4.188 4.262 1.256
O 3.924 2.076 0.436
C 4.448 1.415 1.557
H 2.842 5.588 -1.082
H 3.781 5.131 -2.409
H 4.688 5.670 -1.107
H 5.496 1.163 1.399
H 3.911 0.473 1.678
H 4.318 2.040 2.440
C -0.065 -3.293 7.694
O -0.775 -2.064 7.700
C -0.508 -1.032 6.809
O 0.346 -1.097 5.908
O -1.164 0.024 7.194
C -1.056 1.286 6.523
H 1.020 -3.205 7.638
H -0.200 -3.761 6.719
H -0.362 -3.861 8.575
H -1.471 1.113 5.530
H -0.066 1.697 6.321
H -1.690 2.029 7.007
C -3.746 -1.851 -1.880
O -3.296 -2.938 -1.070
C -3.555 -2.776 0.285
O -4.020 -1.788 0.796
O -3.030 -3.809 0.939
C -3.113 -3.981 2.356
H -4.828 -1.729 -1.933
H -3.510 -2.065 -2.923
H -3.267 -0.902 -1.643
H -3.406 -4.971 2.703
H -3.905 -3.308 2.685
H -2.119 -3.877 2.792
C -5.411 0.180 2.513
O -5.984 1.163 3.379
C -5.196 1.966 4.058
O -3.996 2.066 3.906
O -5.865 2.520 5.064
C -5.171 3.305 6.055
H -6.181 -0.560 2.294
H -4.615 -0.392 2.991
H -5.027 0.546 1.560
H -5.759 3.230 6.969
H -5.216 4.286 5.581
H -4.096 3.139 6.128
C 3.540 -4.570 9.061
O 2.780 -4.564 7.894
C 3.391 -4.407 6.699
O 4.561 -4.285 6.518
O 2.386 -4.556 5.780
C 2.608 -4.650 4.409
H 2.835 -4.834 9.849
H 3.902 -3.573 9.310
H 4.348 -5.301 9.067
H 2.640 -5.724 4.225
H 3.573 -4.260 4.086
H 1.839 -4.266 3.739

Computed properties:
LUMO in Eh: 0.0133
Highest occupied orbital energy in eV: -10.243
HOMO-LUMO gap in eV: 10.6

Most stable structure, least stable structure: version x, version w.

Version w
Below is a 2-piece molecular cluster, C2H2BrN3 overall, with properties calculated with wB97M-V/def2-TZVPD.

Positions of all 8 atoms, in Å:
C 1.566 1.520 -0.239
C -0.156 -0.525 0.124
N 2.589 1.560 0.341
N 0.322 1.418 -0.541
N -1.428 -0.702 0.161
Br 1.011 -1.977 -0.128
H -1.900 0.204 -0.032
H -2.004 -1.498 0.313

Computed properties:
LUMO (spin up / spin down) in Eh: -0.0483 / -0.0483
Highest occupied orbital energy (spin up / spin down) in eV: -8.455 / -8.454
HOMO-LUMO gap (spin up / spin down) in eV: 7.1 / 7.1

Version x
Below is a 2-piece molecular cluster, C2H2BrN3 overall, with properties calculated with wB97M-V/def2-TZVPD.

Positions of all 8 atoms, in Å:
N -4.176 -0.882 0.971
C -3.176 -0.831 0.403
N -2.022 -0.910 -0.100
C -0.916 -0.677 -0.526
N 0.250 -0.750 -0.825
H 0.829 -1.019 -1.654
Br 1.260 1.934 1.541
H 1.667 1.207 0.526

Computed properties:
LUMO in Eh: 0.0088
Highest occupied orbital energy in eV: -10.337
SMILES string: N#CN=C=N.Br
HOMO-LUMO gap in eV: 10.6

Most stable structure, least stable structure: version x, version w.